# 1
Here is the molecule C25H25N3O4 from the Open Molecules 2025 dataset. Energies are from wB97M-V/def2-TZVPD.

Last column: natural (NBO) charge in e.
CARTESIAN COORDINATES (ANGSTROEM)
C1 -1.704 -4.911 -4.442  -0.64
C2 -2.301 -4.654 -3.060  -0.06
O1 -1.379 -4.059 -2.171  -0.49
C3 -1.090 -2.733 -2.278  0.29
C4 -1.696 -1.834 -3.150  -0.30
C5 -1.332 -0.499 -3.153  -0.24
C6 -0.353 -0.038 -2.285  0.19
N1 0.049 1.304 -2.231  -0.62
C7 -0.456 2.386 -2.864  0.65
O2 -1.301 2.391 -3.731  -0.60
C8 0.194 3.686 -2.353  -0.16
O3 0.545 3.600 -0.988  -0.53
C9 -0.465 3.311 -0.094  0.36
C10 -1.800 3.637 -0.296  -0.28
C11 -2.747 3.303 0.659  -0.20
C12 -2.381 2.618 1.799  -0.16
C13 -1.046 2.285 2.004  -0.14
C14 -0.078 2.643 1.071  -0.06
C15 1.355 2.269 1.321  -0.44
C16 1.585 2.218 2.826  -0.20
N2 0.625 1.337 3.455  -0.43
C17 1.112 0.290 4.327  -0.24
C18 1.893 -0.727 3.537  -0.07
C19 3.153 -1.162 3.926  -0.17
C20 3.831 -2.070 3.127  -0.25
C21 3.225 -2.495 1.955  0.03
N3 2.025 -2.089 1.574  -0.42
C22 1.376 -1.241 2.348  0.03
C23 -0.694 1.393 3.142  0.67
O4 -1.528 0.713 3.714  -0.62
C24 0.257 -0.936 -1.411  -0.24
C25 -0.105 -2.262 -1.405  -0.23
H1 -0.820 -5.537 -4.350  0.21
H2 -2.433 -5.418 -5.068  0.21
H3 -1.415 -3.978 -4.920  0.21
H4 -3.214 -4.051 -3.135  0.17
H5 -2.557 -5.606 -2.586  0.19
H6 -2.464 -2.152 -3.837  0.22
H7 -1.811 0.189 -3.830  0.25
H8 0.770 1.494 -1.545  0.40
H9 -0.470 4.529 -2.567  0.20
H10 1.136 3.849 -2.884  0.22
H11 -2.113 4.140 -1.196  0.23
H12 -3.780 3.565 0.491  0.22
H13 -3.108 2.312 2.534  0.24
H14 1.564 1.285 0.887  0.22
H15 2.021 2.996 0.857  0.24
H16 1.482 3.229 3.244  0.20
H17 2.589 1.853 3.050  0.21
H18 0.226 -0.175 4.773  0.26
H19 1.729 0.718 5.123  0.20
H20 3.596 -0.797 4.842  0.21
H21 4.809 -2.430 3.404  0.22
H22 3.717 -3.189 1.287  0.20
H23 0.391 -0.951 2.006  0.20
H24 1.023 -0.598 -0.728  0.21
H25 0.362 -2.951 -0.720  0.24

Computed properties:
- HOMO energy (eV) = -7.80
- Kohn-Sham gap (eV) = 8.38
- lowest unoccupied orbital energy (eV) = 0.58
- DFT total energy (eV) = -38991.9834
- SMILES = CCOc1ccc(NC(=O)COc2cccc3c2CCN(Cc2cccnc2)C3=O)cc1
- relative energy (zero: lowest compared OMol25 entry of this formula, charge and spin) (kJ/mol) = 194.6

# 2
Here is a cluster of 2 separate species, C7H14O4 in total at a distorted geometry from the Open Molecules 2025 dataset. Energies are from wB97M-V/def2-TZVPD.

Last column: natural (NBO) charge in e.
CARTESIAN COORDINATES (ANGSTROEM)
O1 2.558 2.435 1.023  -0.55
C1 2.592 1.291 0.636  0.75
O2 3.225 0.320 1.297  -0.66
C2 1.779 0.880 -0.573  -0.08
C3 0.601 1.680 -0.889  -0.09
O3 1.760 1.755 -1.695  -0.45
H1 3.342 -0.494 0.796  0.49
H2 1.846 -0.184 -0.817  0.18
H3 0.430 2.590 -0.320  0.21
H4 -0.274 1.214 -1.359  0.19
C4 -2.815 -0.102 -0.266  -0.62
C5 -2.295 -1.502 0.059  0.23
C6 -0.782 -1.549 -0.172  -0.64
C7 -3.030 -2.525 -0.771  -0.62
O4 -2.552 -1.720 1.444  -0.72
H5 -2.288 0.627 0.331  0.21
H6 -3.893 -0.003 -0.050  0.22
H7 -2.675 0.166 -1.316  0.20
H8 -0.555 -1.324 -1.221  0.21
H9 -0.362 -2.527 0.043  0.21
H10 -0.293 -0.808 0.449  0.21
H11 -4.096 -2.440 -0.637  0.22
H12 -2.751 -3.566 -0.532  0.21
H13 -2.854 -2.368 -1.845  0.21
H14 -1.806 -2.235 1.789  0.47

Computed properties:
- HOMO energy (eV) = -10.47
- Kohn-Sham gap (eV) = 10.74
- lowest unoccupied orbital energy (eV) = 0.27
- DFT total energy (eV) = -15674.7607
- SMILES = O=C(O)[C@H]1CO1.CC(C)(C)O
- relative energy (zero: lowest compared OMol25 entry of this formula, charge and spin) (kJ/mol) = 52.8